DFT (wB97M-V/def2-TZVPD) results for C48H61Br48N3OS3 as an isolated structure in a non-equilibrium geometry.

```
164
Properties=species:S:1:pos:R:3:forces:R:3
C -1.46399 1.62128 6.05824 1.9 2.2 -0.1
C -0.51727 2.76797 5.92483 -1.2 -1.0 0.1
C -0.40736 3.74013 4.60835 0.9 -1.7 -0.5
C 0.03775 2.83758 3.30176 0.1 -2.0 -3.3
C -0.77155 3.13279 1.89340 2.4 -4.1 0.9
C -0.37668 2.23429 0.56509 0.5 -0.8 1.8
C -1.26132 2.56765 -0.81159 -0.1 -0.3 1.9
C -2.79551 1.99770 -0.47328 0.2 -0.8 0.8
C -3.43796 1.11119 -1.70370 0.8 1.3 -0.6
S -4.32457 -0.37300 -0.89171 -0.3 0.4 -1.0
C -5.82301 -0.85752 -1.90531 -2.5 0.9 -0.6
S -7.34026 -0.22752 -1.39207 3.1 -1.3 -1.0
N -5.83863 -1.71648 -3.14953 1.9 0.6 1.6
C -5.09793 -3.02238 -2.98018 0.4 -1.2 -0.5
C -3.46856 -2.92901 -3.12417 0.8 -0.6 1.7
O -2.95997 -1.67371 -3.69745 -2.0 -0.7 -0.6
C -3.81477 -1.22969 -4.80901 -0.3 0.1 -0.3
C -5.34240 -0.89657 -4.31820 -0.2 1.7 -0.4
C 0.79339 1.08565 0.56995 -0.4 0.8 3.9
C 1.60806 0.75520 1.96429 -3.2 3.2 0.1
C 1.20474 1.67596 3.30081 -1.5 0.2 -2.3
N 2.68769 -0.29854 2.08613 -3.4 -0.3 -0.6
C 2.35650 -1.57048 1.33612 -0.8 -4.6 -1.7
C 2.65091 -3.06057 2.03659 -1.1 -0.5 -2.9
C 3.25776 -3.19644 3.56461 0.3 1.0 -0.4
C 2.16512 -2.84481 4.75288 -1.5 -0.2 -0.8
C 0.61565 -3.23596 4.38794 -0.5 -0.3 0.7
C 0.40034 -4.85874 4.16250 -0.6 0.2 -0.3
C -0.77024 -5.22269 3.04956 -0.4 -0.1 0.3
C -1.36551 -6.74897 3.27000 -0.3 -0.5 -0.5
C -0.93067 -7.81681 2.09892 -0.5 -0.6 0.3
C 2.33637 -4.47908 1.20823 -0.6 3.8 -1.5
C 1.72194 -4.50184 -0.33887 1.3 2.7 3.0
N 1.53026 -5.85564 -0.98590 -0.7 2.7 1.5
C 0.07432 -6.21904 -1.17696 -0.1 -1.7 -1.5
C -0.10831 -6.50654 -2.81412 0.4 0.8 0.6
C 1.38723 -3.04073 -1.00670 1.3 -0.9 2.9
C 1.69781 -1.63982 -0.18661 0.7 -2.2 2.3
S 1.30621 0.06297 -0.96044 -0.3 -0.6 2.4
H -2.32712 1.73706 6.85888 2.7 -1.1 -0.8
H -1.33303 0.65764 5.40553 -1.3 2.5 0.3
H 0.18792 3.03104 6.84122 -2.7 0.5 -1.3
H -1.48861 4.18193 4.36419 2.9 -1.0 0.8
H 0.27943 4.66842 4.81305 -0.9 -2.0 -0.5
H -1.62557 3.95364 1.85418 2.1 -1.9 -0.1
H -1.27575 3.74661 -0.88482 0.1 -2.5 -0.2
H -0.82396 2.03803 -1.76183 -0.7 1.2 2.0
H -2.69783 1.25084 0.44996 -0.1 1.7 -1.9
H -3.50143 2.87183 -0.09394 1.4 -1.9 -1.1
H -4.17581 1.81099 -2.28512 1.3 -1.7 1.0
H -2.55067 0.74914 -2.41526 -2.2 0.6 1.5
H -5.34007 -3.50043 -1.93126 0.3 1.1 -2.1
H -5.49201 -3.77285 -3.81049 0.6 1.6 1.7
H -2.97823 -3.84252 -3.70004 -1.7 1.9 1.4
H -3.02946 -2.99721 -2.01645 -0.8 0.4 -2.5
H -3.86641 -2.08470 -5.60831 0.2 1.7 1.2
H -3.31242 -0.23580 -5.23962 -1.2 -2.4 0.9
H -5.38769 0.24404 -3.96858 0.2 -2.5 -0.8
H -6.14292 -0.96871 -5.19930 1.9 0.0 1.7
H 1.81988 1.44589 4.29657 -1.6 0.7 -2.6
H 2.76580 -0.48555 3.12626 0.1 0.0 -1.7
H 3.80170 -4.23169 3.74813 -1.4 2.1 -0.6
H 4.11549 -2.37335 3.67138 -1.6 -1.8 -0.5
H 2.17589 -1.67639 4.96461 -0.6 -3.0 -0.8
H 2.49980 -3.40873 5.73280 -0.8 1.2 -1.9
H -0.03648 -2.95968 5.34852 1.4 -0.5 -2.0
H 0.15446 -2.57881 3.50854 1.3 -1.5 1.7
H 0.04544 -5.29166 5.20282 0.9 0.7 -2.1
H 1.40999 -5.36845 3.81994 -2.0 1.0 0.8
H -0.36317 -5.07229 1.94662 -0.7 -0.4 2.3
H -1.69432 -4.49535 3.15579 2.0 -1.2 0.0
H -1.03990 -7.23217 4.30607 -0.6 1.3 -2.1
H -2.55679 -6.72215 3.26440 2.6 0.0 0.1
H -1.21615 -8.89830 2.50938 0.8 2.2 -1.0
H 0.22108 -7.80083 1.84937 -2.3 0.0 0.5
H -1.54702 -7.68297 1.09198 1.4 0.0 2.2
H 2.57026 -5.48708 1.76954 -0.5 2.2 -1.3
H 2.07482 -6.61163 -0.51523 -0.7 1.3 -0.2
H -0.67518 -5.41167 -0.78258 1.6 -1.5 -0.7
H -0.08262 -7.28708 -0.67169 0.0 2.9 -0.8
H 0.46428 -5.64939 -3.40604 -1.4 -1.8 1.3
H 0.45092 -7.50912 -3.07369 -1.4 1.9 0.4
H -1.24773 -6.50811 -3.10023 2.3 -0.3 0.4
H 0.92899 -3.06156 -2.10860 1.1 0.4 2.8
C 2.79186 5.43521 1.23567 0.1 -0.1 -0.5
Br 1.48948 3.99691 1.09712 2.1 2.7 -0.8
Br 2.37228 6.65392 2.69268 0.0 -0.3 -0.2
Br 4.61027 4.75552 1.36136 -0.2 0.2 0.1
H 2.72997 6.01307 0.30762 0.1 -0.2 0.6
C -11.17829 0.44805 -1.66098 0.1 -0.1 -0.2
Br -11.25490 -1.35672 -0.93916 0.0 0.5 -0.1
Br -12.84108 0.94817 -2.53802 0.4 -0.1 0.3
Br -10.65332 1.74612 -0.31048 -0.2 -0.4 -0.5
H -10.39784 0.45236 -2.42904 -0.3 0.0 0.4
C 4.06425 9.14365 -0.55886 -0.1 0.3 0.2
Br 5.14241 8.78403 1.01985 -0.3 0.1 -0.5
Br 4.89354 10.47016 -1.71508 -0.3 -0.3 0.5
Br 3.62872 7.51229 -1.52497 0.2 0.5 0.0
H 3.11834 9.57059 -0.20957 0.4 -0.2 -0.2
C -6.33347 3.44556 -3.74674 -0.1 -0.1 0.2
Br -4.46986 3.90571 -4.06187 -0.4 0.0 0.0
Br -7.42450 5.02374 -3.42550 0.3 -0.4 -0.1
Br -7.05852 2.34300 -5.17611 0.2 0.4 0.3
H -6.36407 2.84415 -2.83219 0.0 0.2 -0.4
C 3.78015 0.34501 7.01202 0.5 0.3 0.1
Br 2.03923 1.14062 6.66518 0.3 -0.7 0.4
Br 4.02601 -0.06505 8.89765 -0.1 -0.1 -0.5
Br 4.10392 -1.20750 5.88540 1.5 1.6 1.4
H 4.53287 1.09485 6.74710 -0.3 -0.3 0.2
C 2.02565 -9.87939 -1.20952 0.0 0.1 -0.2
Br 3.10406 -9.02940 0.16839 -0.3 -0.3 -0.2
Br 2.56614 -11.72253 -1.51760 -0.2 0.5 0.1
Br 0.12296 -9.73672 -0.83031 0.6 -0.5 0.0
H 2.20793 -9.33284 -2.14070 -0.1 -0.2 0.4
C -1.33810 -5.55211 -6.90786 0.1 0.1 -0.3
Br -2.64048 -6.99041 -7.04640 0.3 0.4 0.1
Br -1.75767 -4.33340 -5.45084 0.4 -0.5 -0.9
Br 0.48032 -6.23180 -6.78216 -0.5 0.1 0.0
H -1.39999 -4.97425 -7.83590 0.0 -0.3 0.4
C -5.86333 -4.89325 3.04358 -0.2 0.1 0.1
Br -4.78517 -5.25288 4.62229 -0.3 0.1 -0.4
Br -5.03404 -3.56674 1.88735 -0.1 -0.3 0.3
Br -6.29887 -6.52461 2.07747 0.2 0.4 0.2
H -6.80925 -4.46631 3.39286 0.4 -0.2 -0.2
C 9.38209 9.55587 -1.06670 0.2 0.0 0.1
Br 8.40945 10.64701 0.21684 0.3 -0.3 -0.4
Br 8.48141 7.86615 -1.40996 0.1 0.4 0.0
Br 9.74940 10.52758 -2.71146 -0.1 -0.2 0.4
H 10.34990 9.31612 -0.61406 -0.5 0.1 -0.2
C -5.08679 3.69844 4.94050 0.2 -0.2 -0.2
Br -5.01790 5.40682 5.86830 0.3 -0.4 -0.1
Br -3.42864 3.32006 3.99626 -1.5 -0.2 0.0
Br -5.58777 2.24622 6.13401 0.1 0.4 -0.3
H -5.87469 3.77692 4.18414 0.6 -0.2 0.5
C 5.65776 10.50971 -5.72856 -0.3 -0.2 0.1
Br 6.50521 9.22085 -4.54334 0.0 0.3 -0.6
Br 5.83281 12.32930 -5.06323 0.0 -0.5 -0.2
Br 6.29983 10.34272 -7.55730 -0.1 0.1 0.4
H 4.58809 10.27596 -5.74268 0.5 0.1 0.0
C 3.03838 4.77891 7.64038 -0.2 0.0 0.0
Br 3.88584 3.49005 8.82560 -0.1 0.5 -0.3
Br 3.21343 6.59850 8.30572 0.0 -0.5 -0.2
Br 3.68045 4.61192 5.81165 -0.1 0.0 0.4
H 1.96871 4.54516 7.62627 0.5 0.1 0.0
C -9.44207 3.80813 4.30574 -0.1 -0.2 0.0
Br -10.92066 4.60900 5.28374 0.4 -0.2 -0.3
Br -9.95375 3.31707 2.49431 0.1 0.2 0.6
Br -7.86063 4.94077 4.32935 -1.3 0.1 -0.1
H -9.17927 2.88122 4.82613 -0.1 0.4 -0.2
C 7.47929 7.01810 -9.19251 -0.1 0.2 0.1
Br 6.30144 5.62154 -8.52438 0.3 0.3 -0.2
Br 8.82163 7.52312 -7.87825 -0.3 -0.2 -0.4
Br 8.28152 6.53413 -10.89738 -0.1 0.1 0.4
H 6.85808 7.90201 -9.37092 0.3 -0.4 0.1
C 5.13898 -14.30940 0.35910 -0.1 0.0 -0.1
Br 5.20787 -12.60103 1.28691 0.0 -0.5 -0.2
Br 6.79713 -14.68779 -0.58514 -0.4 0.1 0.3
Br 4.63800 -15.76162 1.55261 0.2 0.4 -0.3
H 4.35108 -14.23093 -0.39726 0.4 0.0 0.3
C 9.97589 10.03009 -11.68396 0.1 -0.2 0.1
Br 8.49730 10.83096 -10.70596 0.3 -0.2 -0.2
Br 9.46421 9.53904 -13.49539 0.1 0.2 0.5
Br 11.55733 11.16274 -11.66034 -0.5 -0.2 0.0
H 10.23869 9.10319 -11.16357 -0.2 0.4 -0.2
```
Positions in Å, forces in eV/Å.

HOMO energy = -7.33 eV
strongest force on any atom = 0.09749 hartree/bohr



DFT (wB97M-V/def2-TZVPD) results for C16H25ClGdNO5P2S as an isolated structure in a non-equilibrium geometry.

```
52
Properties=species:S:1:pos:R:3:forces:R:3
C 0.54195 -0.17012 -5.84621 -1.1 0.2 -0.7
C 0.91335 0.23559 -4.49851 5.0 0.6 3.2
H 1.30055 0.08765 -6.61444 -0.2 -0.1 0.8
H -0.40100 0.36322 -6.04804 0.2 -0.4 -0.3
H 0.33167 -1.25689 -5.85092 0.1 0.5 0.1
O 1.90713 0.47754 -3.86794 -4.7 -0.8 -2.6
Cl -0.87379 0.19589 -3.27132 0.4 0.2 -0.8
Gd -1.13507 0.01428 -0.44881 -0.4 0.0 -0.6
P 0.11020 2.59324 -0.83416 -0.5 1.7 0.4
C 1.67965 3.30051 -0.27019 0.4 -0.6 0.2
C -0.04388 3.38386 -2.46242 -0.2 -0.4 -0.3
H -0.03313 4.46563 -2.28866 0.0 -0.2 -0.2
H -0.93309 4.65743 -0.20949 -0.2 -0.3 0.3
H -0.98026 3.07693 -2.94417 0.2 0.3 0.0
H -2.08399 3.28830 -0.01097 0.3 0.3 0.2
H 2.51392 2.77448 -0.74817 0.0 0.3 0.2
H 0.80281 3.10002 -3.09648 -0.2 0.1 0.0
C -1.04523 3.62266 0.15201 -0.2 -0.2 0.0
H 1.69141 4.36229 -0.54962 0.0 -0.3 0.1
H -0.77350 3.55026 1.21711 -0.2 0.0 -0.4
H 1.74852 3.19817 0.82115 0.1 0.0 -0.3
P 0.24202 -2.39368 -1.17079 -0.2 -1.8 -0.5
C 1.83702 -3.14348 -0.74848 0.4 0.4 0.5
C -0.92324 -3.59787 -0.45904 -0.2 0.0 0.2
H -0.70064 -2.40827 -3.40488 0.2 -0.3 0.0
H 0.12660 -3.95291 -3.02593 0.1 0.2 0.1
H 1.08437 -2.50377 -3.45603 -0.2 -0.1 0.1
C 0.18217 -2.86232 -2.94128 -0.3 0.5 -0.2
H -1.95315 -3.39167 -0.77503 0.2 0.0 0.1
H -0.63428 -4.58641 -0.82839 -0.1 0.0 0.1
H 1.75251 -4.23386 -0.84434 -0.1 0.3 0.0
H 2.09711 -2.89283 0.28706 0.2 -0.1 -0.2
H -0.86859 -3.57878 0.63660 -0.1 0.0 -0.2
H 2.61886 -2.78269 -1.43201 -0.2 0.0 0.3
C 1.30341 0.09308 -0.75040 5.3 0.0 -0.1
O 2.46271 0.08350 -0.81053 -4.0 0.1 0.2
O 0.52838 2.36690 2.83437 0.0 -0.9 -0.2
S 0.62009 0.92569 2.81917 -0.2 -0.1 0.4
O 1.90445 0.29769 2.67009 -0.6 0.3 -0.2
N -0.44545 0.30089 1.68916 0.2 -0.1 -0.5
C -1.45267 -0.46437 2.18942 -0.1 0.7 -1.8
O -2.27868 -0.94674 1.31074 0.9 0.3 1.7
C -1.41660 -0.51397 3.63476 -0.6 -0.7 0.8
C -2.28738 -1.19323 4.50262 0.5 0.4 -0.4
C -2.01832 -1.12358 5.86985 0.1 0.2 0.1
C -0.92711 -0.37871 6.36344 0.0 -0.3 -0.7
C -0.04416 0.27039 5.47859 -0.4 0.0 0.0
C -0.31980 0.19163 4.11852 0.2 0.0 1.3
H -3.12880 -1.73494 4.06817 0.2 0.1 0.4
H -2.66626 -1.65270 6.56991 0.2 0.2 -0.2
H -0.74755 -0.34882 7.43627 0.0 0.1 -0.3
H 0.81476 0.83488 5.83863 -0.2 -0.2 0.0
```
Positions in Å, forces in eV/Å.

<S²> = 16.07
total charge = +2
HOMO energy (alpha / beta) = -15.05 / -15.06 eV
2S+1 = 8
strongest force on any atom = 0.11588 hartree/bohr